[1]
Below is an isolated ion of composition C7H8N5 and charge +1, with properties calculated with ωB97M-V/def2-TZVPD.

CARTESIAN COORDINATES (ANGSTROEM)
1 C 2.952 -1.592 0.335
2 C 1.512 -1.404 -0.400
3 C 0.972 0.175 -0.530
4 N -0.353 0.575 -1.143
5 C -1.507 0.276 -0.462
6 N -1.570 -0.472 0.857
7 C -3.073 -0.516 1.144
8 N -3.756 0.216 0.006
9 N -2.880 0.671 -0.968
10 C 2.067 1.226 0.146
11 C 3.475 0.826 0.853
12 N 3.885 -0.604 0.948
13 H 3.324 -2.727 0.392
14 H 0.866 -2.313 -0.816
15 H -0.382 1.090 -2.070
16 H -3.520 -1.047 2.104
17 H -4.811 0.355 -0.021
18 H -3.143 1.221 -1.840
19 H 1.781 2.380 0.133
20 H 4.162 1.666 1.333

total charge = +1
LUMO energy = -4.35 eV
SMILES string = c1cc(Nc2nc[nH][nH+]2)ccn1
energy above the lowest of the compared OMol25 structures with the same formula, charge and spin = 8.869 eV
HOMO energy = -11.866 eV
E_tot = -544.70143 hartree


[2]
Below is one molecule with the formula C7H8NOPS, with properties calculated with ωB97M-V/def2-TZVPD.

CARTESIAN COORDINATES (ANGSTROEM)
1 C 0.564 -2.197 0.600
2 C 0.605 -3.509 0.180
3 C -0.951 -2.051 -1.068
4 C -0.247 -1.351 -0.169
5 C 2.610 2.862 -0.589
6 C 1.241 0.690 -0.243
7 C -1.416 0.682 -0.542
8 N -0.313 0.079 0.029
9 O 1.988 0.012 -0.905
10 P 1.402 2.357 0.527
11 S -0.626 -3.712 -1.082
12 H 1.302 -1.772 1.402
13 H 1.205 -4.323 0.660
14 H -1.822 -1.614 -1.610
15 H 3.138 3.792 -0.587
16 H 2.775 2.135 -1.321
17 H -2.384 0.162 -0.395
18 H -1.497 1.744 -0.150
19 H -1.267 0.824 -1.617

total charge = 0
LUMO energy = -0.96 eV
SMILES string = C=PC(=O)N(C)c1ccsc1
energy above the lowest of the compared OMol25 structures with the same formula, charge and spin = 0.000 eV
HOMO energy = -8.093 eV
E_tot = -1140.95775 hartree


[3]
Below is an isolated ion of composition C7H8NOS and charge -1, with properties calculated with ωB97M-V/def2-TZVPD.

CARTESIAN COORDINATES (ANGSTROEM)
1 C 0.067 -0.422 0.885
2 C 1.485 -0.461 0.455
3 C -0.933 0.186 -0.098
4 C 2.119 0.457 -0.287
5 C -0.580 0.805 -1.418
6 C 0.554 1.608 -1.788
7 C -1.032 -1.371 0.448
8 N 1.757 1.345 -1.294
9 O 2.766 2.106 -1.795
10 S -2.190 -1.946 1.612
11 H 0.154 -0.180 1.913
12 H 2.299 -0.963 1.088
13 H -1.835 0.702 0.369
14 H 3.181 0.563 -0.343
15 H -1.479 0.860 -1.904
16 H 0.324 2.235 -2.608
17 H -0.716 -1.989 -0.308
18 H -2.884 -0.826 1.666

total charge = -1
LUMO energy = 2.93 eV
SMILES string = [O-]N1C=C[C@@H]2[C@@H](S)[C@@H]2C=C1
energy above the lowest of the compared OMol25 structures with the same formula, charge and spin = 2.612 eV
HOMO energy = -2.057 eV
E_tot = -799.56021 hartree


[4]
Below is one molecule with the formula C7H8O, with properties calculated with ωB97M-V/def2-TZVPD.

CARTESIAN COORDINATES (ANGSTROEM)
1 C -2.280 0.360 -1.543
2 C -0.407 0.301 -0.072
3 C -0.136 0.443 1.256
4 C 1.042 -0.133 1.768
5 C 1.876 -0.838 0.926
6 C 1.621 -0.930 -0.434
7 C 0.497 -0.335 -0.911
8 H -3.003 0.879 -1.423
9 H -1.607 0.522 -2.400
10 H -2.357 -0.689 -1.387
11 H -0.780 0.946 2.055
12 H 1.196 -0.051 2.883
13 H 2.813 -1.286 1.416
14 H 2.453 -1.326 -1.214
15 H 0.139 -0.149 -1.948
16 O -1.516 0.994 -0.490

total charge = 0
LUMO energy = 1.00 eV
SMILES string = COc1ccccc1
energy above the lowest of the compared OMol25 structures with the same formula, charge and spin = 2.576 eV
HOMO energy = -8.662 eV
E_tot = -346.68085 hartree


[5]
Below is a 2-piece molecular cluster, C7H8O overall, with properties calculated with ωB97M-V/def2-TZVPD.

CARTESIAN COORDINATES (ANGSTROEM)
1 C -0.816 2.117 1.187
2 C -1.300 1.291 0.458
3 C -0.177 -1.593 0.564
4 C 2.360 1.561 -0.619
5 C -1.008 -0.977 -0.491
6 C 2.478 0.446 -1.029
7 C -1.669 0.190 -0.422
8 O -2.434 0.722 -1.462
9 H -0.338 2.993 1.508
10 H 0.843 -1.173 0.416
11 H -0.602 -1.292 1.558
12 H 2.276 2.586 -0.591
13 H -0.204 -2.708 0.410
14 H -1.214 -1.465 -1.381
15 H 2.566 -0.581 -1.075
16 H -3.272 1.002 -1.131

total charge = 0
LUMO energy = 0.95 eV
SMILES string = C#C/C(O)=C\C.C#C
energy above the lowest of the compared OMol25 structures with the same formula, charge and spin = 5.748 eV
HOMO energy = -8.776 eV
E_tot = -346.56427 hartree


[6]
Below is one molecule with the formula C7H8O, with properties calculated with ωB97M-V/def2-TZVPD.

CARTESIAN COORDINATES (ANGSTROEM)
1 C -0.340 -0.312 -1.839
2 C -0.225 0.524 -0.571
3 C 0.417 0.158 0.530
4 C 0.433 -1.193 1.288
5 C 0.143 -1.196 2.597
6 C -0.198 1.818 -1.009
7 C -0.131 2.918 -1.631
8 H -0.054 0.435 -2.825
9 H -1.330 -0.307 -2.145
10 H 0.085 -1.488 -2.102
11 H 0.738 1.038 1.227
12 H -0.198 -2.202 0.769
13 H 0.049 -0.227 3.312
14 H -0.389 -2.110 2.844
15 H -0.504 3.668 -2.405
16 O 1.504 -1.524 1.960

total charge = 0
LUMO energy = 0.35 eV
SMILES string = C#C/C(C)=C/[C@@H]1CO1
energy above the lowest of the compared OMol25 structures with the same formula, charge and spin = 7.925 eV
HOMO energy = -8.995 eV
E_tot = -346.48429 hartree


[7]
Below is one molecule with the formula C7H8O3, with properties calculated with ωB97M-V/def2-TZVPD.

CARTESIAN COORDINATES (ANGSTROEM)
1 O -1.014 -2.106 -1.917
2 C -0.217 -1.285 -1.534
3 O 0.064 -1.388 0.698
4 C -0.657 -0.222 1.044
5 C -0.133 0.395 2.272
6 C 0.225 0.918 3.302
7 C -0.729 0.766 -0.114
8 C 0.509 1.140 -0.868
9 C -0.487 0.188 -1.483
10 H -1.684 -0.567 1.243
11 H 0.440 1.402 4.239
12 H -1.504 1.522 0.001
13 H 0.571 2.140 -1.292
14 H 1.457 0.742 -0.499
15 H -1.113 0.543 -2.303
16 O 1.269 -1.776 -1.509
17 H 1.158 -1.397 0.367
18 H 1.845 -1.015 -1.647

total charge = 0
LUMO energy = 0.52 eV
SMILES string = C#C[C@H](O)[C@H]1C[C@H]1C(=O)O
energy above the lowest of the compared OMol25 structures with the same formula, charge and spin = 4.269 eV
HOMO energy = -10.389 eV
E_tot = -497.10765 hartree


[8]
Below is one molecule with the formula C7H8OS, with properties calculated with ωB97M-V/def2-TZVPD.

CARTESIAN COORDINATES (ANGSTROEM)
1 C -0.295 1.433 -0.501
2 C 1.070 1.318 -0.552
3 C -1.114 0.239 -0.030
4 C 1.708 0.118 -0.055
5 C -1.096 -0.723 -1.140
6 C -0.401 -0.486 1.093
7 C 0.968 -0.826 0.558
8 O -0.737 -1.869 -0.983
9 S 1.579 -2.528 0.816
10 H -0.919 2.194 -0.770
11 H 1.777 1.988 -1.001
12 H -2.125 0.388 0.285
13 H 2.785 -0.131 -0.374
14 H -1.294 -0.261 -2.102
15 H -0.429 0.239 1.857
16 H -0.914 -1.475 1.322
17 H 0.334 -3.031 1.047

total charge = 0
LUMO energy = 0.51 eV
SMILES string = O=C[C@@H]1C=CC=C(S)C1
energy above the lowest of the compared OMol25 structures with the same formula, charge and spin = 0.997 eV
HOMO energy = -7.975 eV
E_tot = -744.87525 hartree


[9]
Below is one molecule with the formula C7H8OS, with properties calculated with ωB97M-V/def2-TZVPD.

CARTESIAN COORDINATES (ANGSTROEM)
1 C -1.626 0.825 -0.132
2 C -1.087 -0.228 -0.776
3 C -0.930 1.914 0.409
4 C 0.391 -0.292 -1.030
5 C -0.002 2.831 0.575
6 C 1.316 -1.078 -0.066
7 C 0.781 -2.260 0.583
8 O -1.486 3.094 1.000
9 S 2.772 -0.346 0.286
10 H -2.606 0.874 -0.026
11 H -1.667 -1.023 -1.177
12 H 0.563 -0.639 -1.959
13 H 0.722 0.678 -1.163
14 H 0.771 3.080 1.226
15 H -0.169 -2.089 1.027
16 H 1.452 -2.361 1.386
17 H 0.805 -2.980 -0.164

total charge = 0
LUMO energy (alpha / beta) = -0.45 / -0.45 eV
SMILES string = CC(=S)C/C=C\C1=CO1
energy above the lowest of the compared OMol25 structures with the same formula, charge and spin = 4.915 eV
HOMO energy (alpha / beta) = -8.029 / -8.031 eV
E_tot = -744.73126 hartree


[10]
Below is one molecule with the formula C7H8S, with properties calculated with ωB97M-V/def2-TZVPD.

CARTESIAN COORDINATES (ANGSTROEM)
1 C -1.207 0.370 1.700
2 C 0.246 -0.130 1.533
3 C 0.468 -0.163 0.041
4 C 1.463 -0.488 -0.803
5 C 1.121 -0.332 -2.266
6 C -0.761 0.285 -0.607
7 C -1.709 0.579 0.286
8 H -1.819 -0.334 2.232
9 H -1.245 1.306 2.265
10 H 0.963 0.513 2.013
11 H 0.395 -1.115 1.958
12 H 2.437 -0.829 -0.498
13 H 1.765 0.390 -2.768
14 H 1.217 -1.273 -2.793
15 H -2.722 0.943 0.055
16 S -0.611 0.278 -2.347

total charge = 0
LUMO energy = 0.99 eV
SMILES string = C1=C2CCC=C2SC1
energy above the lowest of the compared OMol25 structures with the same formula, charge and spin = 0.109 eV
HOMO energy = -7.698 eV
E_tot = -669.69038 hartree